#P
{"formula": "C5H14N2", "method": "ωB97M-V/def2-TZVPD", "charge": 0, "smiles": "CC[C@@H](N)CNC", "orbital_gap_ev": 9.45, "elements": ["C", "C", "C", "N", "C", "N", "C", "H", "H", "H", "H", "H", "H", "H", "H", "H", "H", "H", "H", "H", "H"], "xyz": [[-1.824, -0.931, -0.852], [-1.502, -0.985, 0.614], [-0.362, 0.140, 0.913], [-0.080, 0.662, 2.246], [0.989, -0.422, 0.260], [1.235, 0.137, -1.202], [1.816, 1.475, -1.301], [-1.007, -0.773, -1.543], [-1.940, -1.947, -1.167], [-2.701, -0.395, -1.319], [-2.349, -0.804, 1.268], [-1.070, -1.982, 0.918], [-0.636, 1.072, 0.293], [-0.596, 1.509, 2.481], [-0.177, -0.071, 3.000], [1.852, -0.019, 0.838], [0.825, -1.550, 0.084], [1.701, -0.636, -1.701], [2.544, 1.436, -2.083], [0.968, 2.120, -1.448], [2.315, 1.966, -0.299]]}

***

#Q
{"formula": "C5H14N2", "method": "ωB97M-V/def2-TZVPD", "charge": 0, "orbital_gap_ev": 8.22, "elements": ["C", "C", "N", "N", "C", "H", "H", "H", "H", "H", "H", "H", "H", "C", "C", "H", "H", "H", "H", "H", "H"], "xyz": [[1.079, -1.144, -1.282], [0.980, -0.240, -0.079], [1.858, -0.589, 0.978], [0.273, 1.710, -1.458], [0.594, 1.108, -0.195], [1.758, -1.550, 1.279], [1.789, 0.031, 1.774], [-0.434, 1.215, -1.986], [1.076, 1.861, -2.055], [1.106, 1.801, 0.472], [1.229, -2.181, -0.977], [1.923, -0.858, -1.919], [0.166, -1.098, -1.878], [-1.928, 0.688, 0.978], [-1.651, -0.740, 0.940], [-1.889, 1.164, 1.953], [-2.773, 1.035, 0.386], [-0.768, 1.157, 0.434], [-1.679, -1.244, 1.904], [-2.202, -1.298, 0.183], [-0.509, -0.828, 0.546]]}

***

#R
{"formula": "C5H14N2", "method": "ωB97M-V/def2-TZVPD", "charge": 0, "smiles": "C[C@@H](CN)N(C)C", "orbital_gap_ev": 9.15, "elements": ["C", "C", "C", "N", "N", "C", "C", "H", "H", "H", "H", "H", "H", "H", "H", "H", "H", "H", "H", "H", "H"], "xyz": [[-0.394, 1.896, 0.164], [-0.283, 0.313, 0.507], [-1.683, -0.409, 0.355], [-1.994, -1.105, 1.604], [0.611, -0.374, -0.470], [1.096, 0.234, -1.832], [1.882, -0.964, 0.146], [-0.185, 2.022, -0.975], [-1.475, 2.072, 0.406], [0.307, 2.377, 0.769], [-0.007, 0.177, 1.600], [-1.789, -1.217, -0.542], [-2.410, 0.451, 0.296], [-2.920, -1.629, 1.633], [-1.250, -1.724, 2.048], [0.248, 0.611, -2.468], [1.755, 1.131, -1.756], [1.690, -0.460, -2.259], [1.630, -2.077, 0.265], [2.764, -0.813, -0.498], [2.405, -0.513, 1.009]]}

***

Short version: #P is the most stable of them.